Record 1
C47H63IN8NaO4P4S2Se2 | ωB97M-V/def2-TZVPD

Last column: Löwdin charge in e.
CARTESIAN COORDINATES (ANGSTROEM)
Na: 0.91172 0.23919 -0.60278  0.0966
Se: -4.99517 2.89185 3.37747  0.3227
P: -4.32304 0.97882 2.80817  0.5439
C: -5.68256 -0.01063 2.12416  -0.3524
C: -6.17468 0.31516 0.86276  -0.0968
C: -7.25858 -0.36669 0.34228  -0.0803
C: -7.86669 -1.37607 1.08070  -0.0950
C: -7.38519 -1.69714 2.33869  -0.0878
C: -6.29265 -1.01507 2.86141  -0.0754
C: -3.66034 -0.01567 4.18075  -0.3547
C: -3.77169 0.43105 5.48949  -0.1083
C: -3.24056 -0.32442 6.52690  -0.0911
C: -2.59397 -1.51970 6.25485  -0.0912
C: -2.47846 -1.96649 4.94263  -0.0717
C: -3.01196 -1.21917 3.90672  -0.0756
C: -3.06031 0.87084 1.53706  -0.4335
C: -1.92666 1.59953 1.17555  -0.4407
N: -1.36638 0.94917 0.13572  -0.0380
N: -2.12074 -0.10939 -0.13779  -0.0343
N: -3.13622 -0.18439 0.69170  0.0042
P: -1.14277 3.08458 1.81485  0.5486
Se: 0.75611 3.48954 0.98163  0.3475
C: -2.28642 4.44311 1.44373  -0.3696
C: -1.98812 5.74139 1.84769  -0.1116
C: -2.82505 6.79055 1.50530  -0.0835
C: -3.94889 6.55791 0.72338  -0.0884
C: -4.22458 5.27432 0.28020  -0.0873
C: -3.39937 4.22049 0.63998  -0.1311
C: -1.06831 2.77669 3.60441  -0.3404
C: -1.41837 3.70105 4.58157  -0.0910
C: -1.24248 3.39642 5.92234  -0.0834
C: -0.71058 2.17051 6.29771  -0.0936
C: -0.35830 1.24513 5.32661  -0.0802
C: -0.53929 1.54542 3.98656  -0.1008
H: -5.69919 1.10090 0.28927  0.1042
H: -7.62986 -0.11529 -0.64307  0.1009
H: -8.71488 -1.91045 0.67129  0.0968
H: -7.85541 -2.48132 2.91853  0.0985
H: -5.91796 -1.27273 3.84398  0.1031
H: -4.25787 1.38073 5.67964  0.0595
H: -3.31944 0.03217 7.54637  0.1025
H: -2.17093 -2.10326 7.06336  0.0996
H: -1.96492 -2.89478 4.72511  0.1006
H: -2.91430 -1.55399 2.88098  0.0851
H: -1.07886 5.94419 2.40020  0.1008
H: -2.58935 7.79448 1.83474  0.0998
H: -4.59985 7.37933 0.45159  0.0982
H: -5.09268 5.08712 -0.33922  0.1037
H: -3.63208 3.21731 0.30840  0.0883
H: -1.86670 4.64653 4.31082  0.0930
H: -1.53235 4.11746 6.67636  0.1002
H: -0.57892 1.93448 7.34676  0.1002
H: 0.04907 0.28132 5.60443  0.1067
H: -0.25353 0.81587 3.23920  0.0554
N: -0.76005 2.20992 -2.65210  0.1803
C: 0.57458 2.29007 -2.75536  -0.6190
O: 1.34020 1.77510 -1.95257  -0.0864
C: 1.22421 3.00208 -3.92068  -0.5489
I: -0.02447 4.15945 -5.20997  0.7734
H: -1.13926 1.83491 -1.78723  0.0703
H: -1.35358 2.72111 -3.28109  0.0251
H: 1.72163 2.25160 -4.53367  0.0048
H: 1.98612 3.66558 -3.52663  0.0360
N: 2.33686 0.14013 1.72303  0.0665
C: 1.63771 -0.51237 2.38253  -0.0159
H: 2.98217 0.63243 1.11275  -0.0471
C: 5.98591 4.23158 -2.58286  -0.0472
C: 4.93476 3.41958 -1.85156  -0.4883
C: 3.85504 4.26872 -1.21687  -0.0501
O: 4.29083 2.54536 -2.80284  -0.3346
P: 4.51442 0.95458 -2.71753  -0.1214
S: 3.49868 0.13096 -4.18142  0.2661
S: 4.21652 0.29479 -0.85711  0.3394
O: 6.10374 0.94369 -3.02897  -0.3238
C: 7.04495 -0.13645 -2.87180  -0.4629
C: 7.73213 -0.02231 -1.52106  -0.0674
C: 6.45904 -1.51833 -3.11365  -0.0906
H: 6.48107 4.91767 -1.89209  0.0791
H: 5.52070 4.81756 -3.37841  0.0828
H: 6.73081 3.57312 -3.02714  0.0705
H: 5.40247 2.80259 -1.08006  0.0997
H: 3.38698 4.91378 -1.96522  0.0834
H: 4.27845 4.90635 -0.43839  0.0858
H: 3.09024 3.63233 -0.77422  0.0199
H: 7.78120 0.06208 -3.65694  0.1347
H: 7.01607 -0.19048 -0.71846  0.0382
H: 8.16471 0.97204 -1.39953  0.0773
H: 8.53405 -0.76116 -1.44887  0.0762
H: 5.75248 -1.78383 -2.32665  0.0408
H: 7.27433 -2.24623 -3.11512  0.0799
H: 5.93822 -1.56039 -4.06819  0.0511
O: 0.53523 -1.73303 -0.61238  -0.3059
P: 0.36214 -2.93653 -1.46261  0.5426
N: -0.38415 -2.55357 -2.88054  -0.1765
C: 0.11593 -1.33793 -3.56035  -0.1849
C: -0.08582 -1.61177 -5.05354  -0.1581
C: -0.12370 -3.13761 -5.14871  -0.1724
C: -0.85233 -3.52973 -3.86613  -0.2054
N: 1.83377 -3.63319 -1.69661  -0.1691
C: 3.05210 -3.19562 -0.98631  -0.1879
C: 3.98853 -4.39225 -1.12541  -0.1665
C: 3.57585 -4.99043 -2.46859  -0.1675
C: 2.05392 -4.88251 -2.42123  -0.1964
N: -0.61394 -4.12898 -0.83620  -0.1729
C: -2.01933 -3.72423 -0.57739  -0.1931
C: -2.11982 -3.67043 0.93907  -0.1853
C: -1.24705 -4.84963 1.35683  -0.1699
C: -0.06232 -4.75290 0.39436  -0.1937
H: 1.17255 -1.16837 -3.33616  0.0526
H: -0.44694 -0.46337 -3.23012  0.1021
H: 0.70955 -1.16073 -5.64592  0.1017
H: -1.03812 -1.19618 -5.39138  0.1105
H: 0.89276 -3.53934 -5.14569  0.1023
H: -0.63090 -3.49876 -6.04439  0.1055
H: -0.65452 -4.54815 -3.53176  0.0992
H: -1.93658 -3.43194 -4.00144  0.1148
H: 2.83145 -2.94060 0.05082  0.1057
H: 3.46656 -2.30417 -1.45974  0.0499
H: 3.80703 -5.11534 -0.32500  0.1092
H: 5.03654 -4.09579 -1.08766  0.1050
H: 3.91947 -6.01336 -2.62408  0.1059
H: 3.95915 -4.36634 -3.27965  0.1143
H: 1.61577 -5.73663 -1.88723  0.1052
H: 1.61042 -4.85153 -3.41788  0.0935
H: -2.69513 -4.47958 -0.99265  0.1120
H: -2.23474 -2.76295 -1.04261  0.0943
H: -3.14898 -3.73760 1.29384  0.1118
H: -1.69002 -2.72861 1.28613  0.0958
H: -1.78700 -5.78770 1.20015  0.1080
H: -0.92386 -4.81284 2.39740  0.1037
H: 0.37654 -5.72693 0.16708  0.1020
H: 0.71666 -4.11841 0.82848  0.1077

As for the orbital gap: 7.1 eV. Its largest force on an atom is 0.019 Eh/bohr. The calculation puts the highest occupied orbital energy at -5.1 eV. Its charge is -1. Its total energy is -271919.503 eV.

Record 2
C33H34N | ωB97M-V/def2-TZVPD

Last column: natural (NBO) charge in e.
CARTESIAN COORDINATES (ANGSTROEM)
C: -3.75508 -0.30848 -2.89476  -0.4040
C: -2.47435 0.22100 -2.24477  -0.4204
C: -1.46865 -0.85675 -1.95108  -0.0948
C: -1.87250 -2.22578 -1.92697  0.2768
C: -0.93366 -3.23366 -1.55729  -0.0908
C: 0.35723 -2.86344 -1.21768  -0.1498
C: 0.81818 -1.52382 -1.33826  -0.1379
C: 2.20622 -1.21961 -1.16196  -0.0753
C: 2.87135 -0.15958 -1.76527  -0.1035
C: 4.27533 0.22810 -1.60517  -0.2342
C: 4.57900 1.24350 -2.52606  -0.2353
C: 3.38571 1.54232 -3.28546  -0.2234
C: 2.34596 0.71991 -2.80830  -0.2717
C: -0.15732 -0.53483 -1.63140  -0.1740
C: -1.36413 -4.67093 -1.47610  -0.4221
C: -2.68359 -4.94942 -2.19742  -0.4043
C: -3.68623 -3.87404 -1.83831  -0.2011
N: -3.17471 -2.56526 -2.18539  -0.4303
C: -4.21492 -1.56222 -2.17966  -0.2016
H: -4.55213 0.44247 -2.87080  0.2222
H: -3.56231 -0.54236 -3.94885  0.2158
H: -2.01800 0.99219 -2.88023  0.2258
H: -2.73948 0.72455 -1.29622  0.1963
H: 1.07245 -3.61877 -0.89180  0.2119
H: 2.80630 -1.92719 -0.59101  0.2106
H: 4.94779 -0.23123 -0.87595  0.2125
H: 5.54586 1.73474 -2.64079  0.2224
H: 3.31305 2.26615 -4.09478  0.2212
H: 1.34643 0.65010 -3.23437  0.2151
H: 0.12768 0.51744 -1.59703  0.2133
H: -0.57123 -5.31901 -1.87123  0.2292
H: -1.48605 -4.94327 -0.41243  0.2069
H: -2.52934 -4.95670 -3.28240  0.2146
H: -3.08644 -5.92912 -1.92281  0.2237
H: -4.62918 -4.01322 -2.38287  0.2117
H: -3.91744 -3.89487 -0.75798  0.1724
H: -4.50386 -1.34405 -1.13553  0.1715
H: -5.09095 -1.99617 -2.67951  0.2127
C: 0.67294 -3.31861 3.96342  -0.6585
C: 0.52486 -1.94601 3.38132  0.1397
C: -0.31797 -1.74257 2.27827  -0.2499
C: -0.48474 -0.48126 1.74500  -0.0751
C: 0.25307 0.64724 2.22230  -0.1049
C: 0.17729 1.84442 1.46200  0.1178
C: 0.65548 3.14912 1.77232  -0.2026
C: 0.04039 4.26247 1.11365  -0.0264
C: 0.45417 5.55762 1.33719  -0.2565
C: 1.47528 5.83718 2.25649  0.1160
C: 1.91311 7.25290 2.48374  -0.6537
C: 2.06150 4.76566 2.94760  -0.2326
C: 1.72155 3.45350 2.66983  -0.0933
C: 0.97778 0.44449 3.43968  -0.1013
C: 1.16677 -0.83293 3.94279  -0.2454
H: 1.41718 -3.32033 4.76622  0.2317
H: -0.27858 -3.68612 4.37415  0.2505
H: 0.98857 -4.02766 3.18782  0.2457
H: -0.86166 -2.58644 1.85417  0.2382
H: -1.18725 -0.32372 0.92852  0.2326
H: -0.45367 1.78458 0.56979  0.2236
H: -0.77610 4.05818 0.42000  0.2147
H: -0.02723 6.38410 0.81239  0.2361
H: 2.64237 7.30899 3.29757  0.2312
H: 2.37832 7.65701 1.57439  0.2499
H: 1.05917 7.89840 2.72698  0.2452
H: 2.80234 4.99311 3.71718  0.2346
H: 2.30309 2.64406 3.11077  0.2226
H: 1.37204 1.29729 3.98603  0.2225
H: 1.80297 -0.99335 4.81637  0.2352

As for the orbital gap: 3.9 eV. Its largest force on an atom is 0.050 Eh/bohr. The calculation puts the highest occupied orbital energy at -9.3 eV. Its charge is +1. Its total energy is -36255.411 eV.

Record 3
C4H28O9 | ωB97M-V/def2-TZVPD

Last column: natural (NBO) charge in e.
CARTESIAN COORDINATES (ANGSTROEM)
C: -0.79930 1.96062 1.31523  -0.6397
C: 0.46699 2.79216 1.69255  -0.3872
C: 0.56029 2.66975 3.18912  -0.3949
C: 1.47416 1.62084 3.66234  -0.6137
H: -1.81878 2.23811 1.63891  0.2019
H: -0.91221 0.84209 1.49291  0.2177
H: -0.80753 1.99982 0.20713  0.2044
H: 0.25624 3.91160 1.39116  0.2015
H: 1.31423 2.44918 1.22248  0.2039
H: -0.46803 2.38977 3.53842  0.1818
H: 0.80755 3.72388 3.49767  0.1989
H: 2.52290 1.78320 3.33693  0.2096
H: 1.13762 0.71958 3.11719  0.1962
H: 1.30167 1.29187 4.69202  0.2165
O: 1.14228 -1.98869 -3.04295  -1.0442
H: 1.89045 -2.67298 -3.00135  0.4903
H: 0.25116 -2.31185 -2.56529  0.5000
O: 2.86401 0.39230 -1.80668  -0.9388
H: 2.99159 -0.50161 -1.43062  0.4829
H: 2.02022 0.49139 -1.50653  0.4557
O: -0.18290 -4.25330 0.44504  -0.9196
H: -0.48956 -4.95981 -0.13037  0.4628
H: -0.66669 -3.56753 0.17266  0.4573
O: -1.59821 -0.33896 -3.52406  -0.9378
H: -1.34617 0.59126 -3.42998  0.4798
H: -0.93816 -0.63283 -4.23978  0.4932
O: -4.13466 -0.97465 -1.09825  -0.9563
H: -4.81632 -0.42384 -1.33072  0.4732
H: -3.89929 -0.86573 -0.13029  0.4841
O: -0.74574 -1.71433 -1.49490  -0.9872
H: -0.65264 -1.08866 -2.24452  0.5074
H: -1.71023 -1.90105 -1.34189  0.4969
O: -3.29446 0.55875 2.85980  -0.9536
H: -3.01044 1.43590 3.14605  0.4753
H: -2.81692 -0.13648 3.45534  0.4810
O: 1.51966 1.29807 -4.24177  -0.9471
H: 2.46060 1.47762 -3.86075  0.4979
H: 1.10996 0.73053 -3.75197  0.4485
O: 2.83838 -3.01666 -0.25667  -0.9264
H: 3.61352 -3.37940 -0.18496  0.4547
H: 2.56475 -2.63992 0.54131  0.4732

As for the orbital gap: 10.7 eV. Its largest force on an atom is 0.190 Eh/bohr. The calculation puts the highest occupied orbital energy at -10.5 eV. Its charge is 0. Its total energy is -23026.635 eV.